44
Properties=species:S:1:pos:R:3:forces:R:3 method="wB97M-V/def2-TZVPD" gap_ev=9.4 e_tot_ha=-1258.26161 total_charge=-1 lumo_energy_ev=2.695
C -3.7020 -12.3470 5.2780 -1.318 -0.846 -0.242
O -3.0010 -11.4980 5.8350 0.153 1.783 0.126
O -5.0440 -12.2620 5.3080 -0.270 0.303 -0.300
O -3.2870 -13.3540 4.7110 0.692 -1.057 -0.925
H -5.3400 -11.4710 5.8030 0.297 -0.724 -0.057
O -4.4340 -12.8500 2.2690 -0.898 0.321 -3.749
H -3.9360 -13.5160 1.7760 -0.421 0.091 -0.344
H -4.0430 -12.9760 3.0780 1.248 -0.349 3.680
O -5.3290 -10.4100 7.2000 2.204 0.980 0.423
H -5.3120 -10.0330 6.3100 -0.023 1.181 0.181
H -6.1560 -10.8040 7.2750 -2.467 -0.979 0.364
O -7.6360 -11.3630 5.6610 0.204 1.452 -2.049
H -7.6050 -11.8520 4.8110 0.161 0.467 0.656
H -7.8770 -12.0440 6.2480 -0.643 -1.604 1.265
O -7.4140 -13.8300 6.4570 -0.104 -0.458 0.263
H -6.5720 -13.4610 6.7690 0.171 0.180 -0.102
H -7.4820 -14.5710 7.0620 -0.341 -0.263 0.010
O -2.4640 -8.8990 6.6170 0.214 1.130 0.019
H -2.3050 -9.0740 7.5440 -0.072 -0.196 0.063
H -2.9150 -9.6650 6.2650 -0.115 -0.659 -0.023
O -2.5940 -12.7310 7.9600 0.022 -0.269 0.389
H -2.0040 -12.1100 8.3830 0.352 0.088 0.521
H -2.8200 -12.1940 7.1650 0.170 -0.024 -0.126
O -0.3880 -11.3490 5.3730 -0.110 0.515 0.316
H -1.3600 -11.5480 5.4330 1.306 -0.037 -0.033
H 0.1380 -12.1570 5.3770 -0.673 -0.104 -0.120
O -1.1490 -12.8190 2.9540 0.053 -0.145 -0.218
H -1.5880 -12.5560 2.1450 -0.109 0.125 -0.165
H -1.8580 -12.8270 3.6190 0.222 -0.230 0.045
O -3.0530 -16.0260 5.3360 -0.861 -0.638 0.214
H -3.0050 -15.1120 5.0460 0.146 0.480 -0.076
H -2.1720 -16.3740 5.3020 0.665 0.030 -0.055
O -5.5110 -12.9960 8.1490 -0.497 -0.167 0.739
H -4.6420 -12.6690 7.8750 0.097 0.059 0.641
H -5.6920 -12.7060 9.0640 0.520 -0.114 -0.867
O -5.2400 -9.0690 4.9470 -0.273 -0.345 -0.466
H -5.0420 -8.1400 4.8940 0.277 0.481 0.122
H -4.9220 -9.4620 4.1310 0.086 -0.083 -0.172
O -6.0360 -14.8400 3.7710 -1.287 -1.559 -0.604
H -6.0380 -15.5300 4.4370 -0.351 -0.470 -0.018
H -5.4050 -14.2880 4.1650 1.569 1.901 0.534
O -0.4640 -14.1390 6.0950 -0.097 0.144 -0.742
H -1.1710 -13.6900 6.5620 -0.653 0.350 0.053
H -0.0350 -14.5850 6.8020 0.754 -0.738 0.829

---

13
Properties=species:S:1:pos:R:3:forces:R:3 method="wB97M-V/def2-TZVPD" gap_ev=9.8 e_tot_ha=-3058.45022 lumo_energy_ev=-0.470
C -0.2153 -0.7543 -0.8848 0.020 -1.170 -2.347
C -1.0767 0.0375 1.8128 -0.849 0.164 -6.310
C 0.0917 0.5974 1.1351 1.057 0.709 -0.303
C 0.8639 -0.0832 -1.7854 -4.204 -0.838 -2.081
N -0.0042 -0.5935 0.4418 -0.157 1.617 4.422
O -1.0375 -1.5273 -1.3452 0.634 0.998 0.518
F -2.2756 0.1817 1.2341 0.532 0.765 0.853
F -0.0567 1.7779 0.4616 -0.054 -0.619 0.378
Br 1.6177 0.8095 2.4250 -0.405 -0.090 -0.616
H -1.0966 -0.5962 2.5811 0.285 -2.236 3.184
H 1.4507 0.6121 -1.3290 1.128 2.373 1.424
H 0.1688 0.3652 -2.6496 2.136 -0.959 1.573
H 1.5698 -0.8269 -2.0974 -0.122 -0.714 -0.694

---

80
Properties=species:S:1:pos:R:3:forces:R:3 method="wB97M-V/def2-TZVPD" gap_ev=3.3 e_tot_ha=-4395.12248 lumo_energy_ev=-2.456
Ag -4.3729 -0.4654 -0.8647 1.216 0.149 -0.993
Ag -2.9422 -3.4590 -1.8252 0.683 1.733 -0.160
O 0.0590 0.8849 -2.3277 -0.077 -0.662 0.781
C 0.0417 -0.0070 -1.3021 -0.383 1.633 -2.106
C -1.3601 -0.5159 -0.8232 -0.817 -0.330 0.031
O -2.2099 -1.2011 -1.7431 -0.600 -1.445 0.141
H 0.4387 0.5354 -0.4249 0.079 -0.589 0.872
H 0.6700 -0.8962 -1.4937 0.193 -0.521 0.156
H -1.9749 0.3436 -0.5228 0.481 0.325 0.421
H -1.1408 -1.1528 0.0512 -0.035 0.093 0.261
C -1.5653 3.4443 -1.4893 0.316 0.235 0.806
S -3.2472 3.1836 -2.1099 0.607 -1.530 0.499
O -3.3170 1.6895 -2.3977 -0.661 0.976 0.287
C -4.0145 3.3704 -0.4639 0.181 0.412 -0.391
H -1.5153 4.2901 -0.7984 -0.324 0.255 -0.233
H -0.7855 3.5836 -2.2324 -0.373 -0.347 -0.393
H -1.3217 2.5659 -0.8912 0.032 -0.248 -0.395
H -3.5414 4.2249 0.0158 -0.228 0.102 0.098
H -3.8238 2.4737 0.1255 0.011 -0.129 -0.143
H -5.0773 3.5531 -0.6054 -0.025 -0.115 0.106
C 3.8792 -1.0034 -1.2776 -0.328 0.248 0.480
S 4.3242 -1.0787 0.4862 0.768 0.415 0.209
O 5.5377 -0.2091 0.6699 -0.456 -0.569 -0.232
C 3.0121 -0.1439 1.2768 -1.048 -0.001 0.135
H 3.0263 -1.6661 -1.4282 -0.056 0.059 -0.057
H 4.7375 -1.3617 -1.8414 0.085 -0.027 0.143
H 3.6293 0.0136 -1.5751 -0.022 -0.012 0.002
H 2.9340 -0.3994 2.3349 0.644 -0.015 0.038
H 1.9986 -0.3583 0.9208 0.218 -0.097 -0.578
H 3.1882 0.9245 1.1854 0.247 -0.045 -0.107
C -5.2132 -1.9233 3.4374 1.224 -0.879 -0.986
S -3.8249 -1.3956 2.3571 -0.074 1.054 -0.261
O -4.4505 -0.4306 1.3470 0.063 -0.751 0.723
C -3.3788 -2.9051 1.4570 -1.335 -0.191 0.212
H -4.7172 -2.4585 4.2473 -0.214 0.223 0.297
H -5.8129 -2.6444 2.8849 -0.364 0.281 0.010
H -5.7315 -1.0217 3.7408 -0.014 -0.027 0.057
H -2.8259 -2.6247 0.5577 0.418 0.286 0.341
H -4.3020 -3.3871 1.1206 -0.057 0.036 0.042
H -2.8704 -3.5964 2.1266 0.300 0.156 -0.069
C 0.2093 -3.9914 -3.1112 0.993 -0.446 -0.516
S 0.3350 -3.2455 -4.8077 -0.537 0.941 1.008
O -0.3861 -1.9395 -4.7115 0.247 -0.959 -0.478
C 2.0891 -2.8424 -4.6126 0.700 0.831 0.283
H 0.5099 -3.2482 -2.3742 -0.140 0.142 -0.045
H 0.9193 -4.8247 -3.1191 0.070 0.073 0.162
H -0.7436 -4.4567 -2.8614 -0.385 0.339 -0.384
H 2.6655 -3.6511 -4.1660 -0.075 -0.057 -0.066
H 2.1602 -1.9332 -4.0055 -0.448 -0.299 0.537
H 2.6015 -2.4717 -5.5028 -0.519 -0.637 -0.530
C 0.2071 -2.5831 2.3082 -0.351 -0.711 0.163
S 1.7899 -3.1456 2.9844 -0.293 0.532 1.210
O 2.1563 -2.0918 3.9781 0.116 -0.386 -0.387
C 1.1414 -4.5323 3.9681 -0.339 -0.305 -0.553
H -0.5983 -2.6828 3.0389 0.225 0.204 0.305
H -0.0723 -3.2341 1.4768 0.189 0.323 -0.328
H 0.3450 -1.5374 2.0472 0.010 -0.080 -0.281
H 0.4240 -4.2386 4.7341 0.173 0.477 -0.024
H 1.9694 -5.0647 4.4298 0.085 0.073 -0.095
H 0.6119 -5.1922 3.2748 0.191 -0.161 -0.007
C -0.7136 1.8166 1.8695 0.329 0.217 -0.070
S 0.1679 2.6146 3.2580 0.472 -0.127 -0.381
O 1.5343 2.0072 3.1796 -0.562 0.295 0.101
C 0.2529 4.2408 2.4526 -0.581 -0.089 0.175
H -0.7992 0.7592 2.1121 -0.068 0.016 0.089
H -0.0511 1.9169 1.0079 0.065 -0.069 0.053
H -1.6818 2.2352 1.5953 -0.067 0.096 0.380
H 0.6963 4.0546 1.4764 -0.060 0.338 -0.096
H 0.7733 5.0187 3.0065 0.475 -0.477 0.215
H -0.7782 4.6052 2.4206 -0.050 -0.165 -0.463
C 2.4338 2.9182 -0.8863 -0.103 0.727 -0.347
S 2.9994 4.6496 -1.0500 0.893 -0.353 -0.093
O 4.3246 4.7531 -0.3559 -0.594 -0.002 -0.309
C 3.3384 4.6716 -2.8471 -0.747 -0.153 0.328
H 3.0180 2.1839 -1.4371 0.293 0.222 0.052
H 1.4145 2.8657 -1.2786 -0.100 -0.210 0.159
H 2.4967 2.7527 0.1881 -0.157 -0.146 -0.003
H 2.3634 4.6971 -3.3394 0.013 -0.192 -0.058
H 3.8856 3.7774 -3.1342 0.149 0.087 -0.006
H 3.8509 5.5929 -3.1111 0.214 -0.050 0.255

---

64
Properties=species:S:1:pos:R:3:forces:R:3 method="wB97M-V/def2-TZVPD" gap_ev=9.2 e_tot_ha=-1484.94018 lumo_energy_ev=0.360
C -4.3109 -0.1483 -2.5895 -0.458 0.026 0.005
C -3.1840 0.6433 -1.9785 -0.127 -0.204 -0.023
C -2.6797 1.7733 -2.9159 -0.044 -0.028 0.038
C -3.3952 1.0926 -0.4446 -0.141 -0.089 0.151
C -3.8286 2.5339 -0.2341 -0.102 0.035 -0.222
C -4.2681 0.1450 0.3794 -0.103 -0.043 -0.207
O -2.0427 1.0159 0.1007 -0.185 0.083 -1.479
B -1.3550 0.5239 -0.9895 1.338 -1.282 1.125
C 0.1229 0.9077 -1.2498 0.945 -0.284 0.280
C 0.8971 0.1340 -2.1471 0.314 1.082 -0.054
C 2.0972 0.6533 -2.6504 -0.284 0.175 0.645
C 2.5332 1.9063 -2.1812 0.047 -0.145 -0.493
C 3.7930 2.4928 -2.7802 0.580 0.151 0.030
F 4.3847 3.4041 -1.9417 -0.422 -0.748 -0.766
F 4.7274 1.5201 -3.0363 -0.735 0.923 0.130
F 3.5616 3.1435 -3.9624 0.226 -0.530 0.886
C 1.8378 2.6187 -1.2042 0.349 0.002 0.228
C 0.6677 2.0831 -0.6790 -0.227 -0.434 -0.630
C 0.1264 -1.6893 1.2243 -2.714 1.292 -2.303
C -0.2594 -2.8268 0.3034 -0.362 -0.770 -0.464
O -2.0661 -0.2893 -1.8754 0.192 1.388 0.749
H -5.1976 0.4884 -2.7040 0.039 -0.240 -0.004
H -4.0123 -0.5268 -3.5791 -0.058 0.209 0.332
H -4.5426 -1.0116 -1.9477 -0.022 0.330 -0.288
H -3.4656 2.4779 -3.1905 -0.049 -0.027 0.075
H -1.8391 2.3465 -2.4922 -0.350 -0.134 0.088
H -2.2716 1.3245 -3.8355 -0.320 -0.028 0.325
H -4.7939 2.7286 -0.7045 -0.022 0.032 -0.025
H -3.9261 2.7235 0.8379 0.011 -0.037 -0.103
H -3.0872 3.2342 -0.6294 -0.127 -0.130 -0.026
H -5.3176 0.2131 0.0576 0.261 -0.126 0.098
H -3.9198 -0.8945 0.3084 -0.113 0.269 -0.102
H -4.2161 0.4388 1.4356 0.041 0.007 -0.264
H 0.5576 -0.8538 -2.4493 -0.120 0.291 -0.151
H 2.6861 0.1014 -3.3842 -0.119 0.166 0.286
H 2.2443 3.5679 -0.8255 -0.197 -0.566 -0.197
H 0.1676 2.5622 0.1680 -0.040 -0.030 -0.518
H 0.3581 -0.7957 0.5845 -0.201 -0.733 0.633
H -0.8451 -1.4091 1.6915 0.691 -0.120 0.056
H 0.0102 -3.8000 0.7244 -0.235 0.100 -0.087
H -1.3521 -2.8173 0.1628 0.374 -0.114 -0.075
H 0.1764 -2.7866 -0.6917 0.236 0.111 -0.115
C 0.5612 -1.3229 3.5680 0.440 -0.320 -0.125
C 0.0074 -2.5624 4.2981 -0.353 0.729 0.078
C 0.6916 -3.7162 3.6421 0.889 -0.283 -0.981
C 1.3925 -3.3574 2.5415 -0.278 0.335 1.133
C 1.1846 -1.8694 2.2422 0.242 0.383 1.083
C 2.3471 -1.0232 1.7389 0.073 -0.006 0.582
C 3.3536 -1.5919 0.9770 0.803 0.603 -0.346
C 4.3564 -0.7734 0.4077 -0.503 -0.265 0.375
C 4.3417 0.6080 0.6086 0.136 -0.461 0.012
C 3.3517 1.1687 1.4013 -0.775 -0.056 0.648
C 2.3392 0.3663 1.9597 0.714 0.056 -0.387
H -0.2547 -0.5929 3.3949 0.810 -0.147 0.087
H 1.3988 -0.8807 4.1007 -0.223 0.177 0.546
H 0.1781 -2.4416 5.3792 -0.090 -0.446 -0.268
H -1.0842 -2.6341 4.1417 0.274 -0.045 0.168
H 0.5337 -4.7356 4.0015 0.298 0.242 -0.156
H 1.9709 -3.9900 1.8571 -0.415 0.053 0.534
H 3.3668 -2.6732 0.8424 0.138 0.295 -0.099
H 5.1636 -1.2303 -0.1552 -0.115 0.052 -0.057
H 5.1140 1.2396 0.1760 -0.095 -0.149 0.055
H 3.3658 2.2420 1.6304 -0.049 -0.442 -0.232
H 1.5473 0.8213 2.5612 0.313 -0.134 -0.216

---

24
Properties=species:S:1:pos:R:3:forces:R:3 method="wB97M-V/def2-TZVPD" smiles="CNC(C)=O.CNC(C)=O" gap_ev=9.9 e_tot_ha=-497.02576 lumo_energy_ev=0.613
C -1.7358 -0.8253 0.2687 -1.087 -0.398 0.291
N -2.2436 0.1156 -0.7328 0.679 -0.907 1.277
C -1.6126 1.2564 -1.0740 -0.759 0.308 -1.238
C -2.4129 2.1339 -2.0246 -0.202 0.416 1.380
O -0.4899 1.5592 -0.7232 0.240 -0.197 0.226
H -0.8827 -0.5181 0.8645 0.228 0.230 -0.573
H -2.5376 -0.9665 0.9920 -0.093 0.080 0.253
H -1.6459 -1.8170 -0.1749 0.647 0.072 -0.080
H -3.2248 -0.0445 -0.8588 -0.131 0.633 -0.629
H -2.7625 2.9840 -1.4210 -0.319 -0.289 -0.048
H -1.7553 2.6167 -2.7065 0.578 -0.036 -0.863
H -3.2475 1.6260 -2.4977 0.022 0.066 -0.098
C 1.8762 1.0437 1.1910 -0.415 0.945 0.686
N 1.7453 -0.0977 0.3174 -0.046 -0.700 1.076
C 1.5932 -1.3438 0.8903 1.259 0.142 0.168
C 1.5748 -2.5182 -0.0507 -0.761 -0.693 -0.510
O 1.6858 -1.5336 2.0913 -0.315 0.032 -0.117
H 1.0336 1.7186 1.0783 -0.022 0.181 -0.476
H 1.8295 0.8144 2.2525 0.216 -0.730 -0.086
H 2.7973 1.6046 1.0445 0.089 -0.103 -0.311
H 1.1766 0.0603 -0.4867 -0.110 0.222 -0.667
H 2.2351 -3.2863 0.3475 0.258 0.211 -0.008
H 0.6015 -3.0233 -0.0624 -0.061 0.300 0.118
H 1.8246 -2.3095 -1.0941 0.104 0.216 0.230